No. 1
Entry from the Open Molecules 2025 dataset: a molecular structure, C4H7N5 (the ωB97M-V functional and the def2-TZVPD basis).

Last column: Löwdin charge in e.
Atoms and positions in Å:
C: -0.48 0.82 0.83  -0.461
C: 0.82 0.53 1.08  -0.003
C: 1.41 -0.30 0.05  -0.472
C: -0.50 -0.18 -1.19  -0.448
H: -2.92 0.80 0.98  0.289
H: -1.41 2.52 1.93  0.180
H: 1.30 0.64 2.16  0.146
H: 2.48 -1.65 -0.38  0.067
H: 2.97 -1.10 1.24  0.142
H: -0.90 -1.56 -2.48  0.071
H: -2.11 0.13 -2.48  0.203
N: -1.62 1.29 1.59  -0.074
N: 2.48 -0.99 0.32  0.127
N: 0.80 -0.77 -1.01  0.135
N: -1.16 -0.59 -2.36  0.063
N: -1.17 0.41 -0.27  0.035

As for the total energy: -11706.7234 eV. The LUMO energy is 0.267 eV. The orbital gap is 0.3159 Ha. The energy above the lowest of the compared OMol25 structures with the same formula, charge and spin comes out at 6.7544 eV. Its net charge is 0. The HOMO energy comes out at -8.33 eV.

---

No. 2
Entry from the Open Molecules 2025 dataset: 11 unconnected molecules or ions with the total composition C31H89O44P9S2 (the ωB97M-V functional and the def2-TZVPD basis).

Last column: Löwdin charge in e.
Atoms and positions in Å:
C: -5.96 -2.85 -2.34  -0.100
O: -4.77 -2.33 -1.78  -0.233
P: -4.32 -2.65 -0.25  0.454
O: -4.87 -1.82 0.82  -0.213
O: -4.70 -4.22 -0.13  -0.244
C: -4.89 -4.84 1.15  -0.073
O: -2.70 -2.63 -0.28  -0.218
C: -2.02 -3.45 -1.21  -0.088
H: -5.77 -3.35 -3.30  0.092
H: -6.82 -2.20 -2.51  0.093
H: -6.27 -3.66 -1.68  0.077
H: -4.89 -4.14 1.99  0.085
H: -4.12 -5.60 1.31  0.085
H: -5.81 -5.42 1.13  0.086
H: -1.94 -4.43 -0.75  0.096
H: -1.11 -2.96 -1.57  0.089
H: -2.63 -3.62 -2.10  0.077
C: -3.90 2.36 -0.24  -0.072
O: -4.61 2.93 0.91  -0.227
P: -4.72 4.55 1.07  0.438
O: -4.87 4.94 2.49  -0.245
O: -5.99 4.92 0.11  -0.222
C: -5.99 4.58 -1.30  -0.086
O: -3.43 5.11 0.28  -0.255
C: -3.38 6.46 -0.23  -0.063
H: -3.49 2.99 -1.02  0.070
H: -4.63 1.78 -0.81  0.090
H: -3.20 1.69 0.25  0.062
H: -6.53 5.25 -1.96  0.091
H: -6.49 3.63 -1.45  0.092
H: -4.98 4.48 -1.70  0.055
H: -4.24 7.06 0.07  0.093
H: -3.41 6.36 -1.32  0.073
H: -2.42 6.90 0.05  0.092
C: -4.75 -1.39 6.34  -0.117
O: -3.96 -1.88 5.30  -0.212
P: -2.68 -1.07 4.79  0.490
O: -1.74 -1.85 3.96  -0.228
O: -1.98 -0.50 6.15  -0.242
C: -1.06 -1.18 6.91  -0.135
O: -3.36 0.25 4.14  -0.190
C: -3.50 0.33 2.73  -0.104
H: -4.33 -0.49 6.79  0.084
H: -4.71 -2.15 7.11  0.095
H: -5.73 -1.14 5.93  0.099
H: -1.30 -0.91 7.94  0.098
H: -0.05 -0.89 6.62  0.082
H: -1.11 -2.24 6.67  0.088
H: -2.74 1.07 2.48  0.065
H: -4.44 0.72 2.34  0.093
H: -3.30 -0.58 2.17  0.064
C: 5.04 -1.12 1.84  -0.081
O: 6.38 -0.61 1.76  -0.205
P: 6.62 0.92 2.12  0.455
O: 5.60 1.94 1.73  -0.245
O: 6.97 0.93 3.74  -0.241
C: 7.08 2.11 4.45  -0.144
O: 8.03 1.34 1.48  -0.223
C: 9.19 0.49 1.69  -0.078
H: 4.93 -1.79 0.99  0.090
H: 4.33 -0.31 1.67  0.067
H: 4.87 -1.68 2.76  0.080
H: 7.96 1.98 5.08  0.090
H: 6.20 2.27 5.07  0.089
H: 7.22 3.04 3.89  0.091
H: 9.30 -0.15 0.81  0.090
H: 9.03 -0.07 2.61  0.080
H: 10.07 1.12 1.85  0.089
C: -4.61 4.08 -6.91  -0.087
O: -4.15 4.51 -5.61  -0.204
P: -3.51 3.43 -4.64  0.431
O: -4.44 2.44 -4.06  -0.236
O: -2.31 2.80 -5.56  -0.209
C: -1.34 2.05 -4.93  -0.139
O: -2.76 4.23 -3.45  -0.217
C: -1.68 5.11 -3.80  -0.084
H: -4.61 3.01 -7.08  0.087
H: -4.09 4.53 -7.76  0.090
H: -5.61 4.51 -6.98  0.091
H: -0.94 1.20 -5.49  0.094
H: -1.68 1.60 -4.00  0.077
H: -0.41 2.60 -4.75  0.074
H: -1.49 5.17 -4.88  0.093
H: -0.73 4.86 -3.34  0.067
H: -1.95 6.13 -3.53  0.087
C: 5.73 -5.06 -5.19  -0.105
O: 4.51 -4.29 -5.03  -0.198
P: 3.44 -4.87 -4.00  0.427
O: 3.47 -6.35 -3.81  -0.243
O: 2.05 -4.23 -4.49  -0.183
C: 1.62 -2.95 -4.24  -0.140
O: 3.77 -3.99 -2.69  -0.247
C: 3.04 -4.13 -1.44  -0.069
H: 6.53 -4.33 -5.32  0.084
H: 5.84 -5.64 -6.10  0.087
H: 5.98 -5.72 -4.36  0.085
H: 2.46 -2.39 -3.82  0.087
H: 0.75 -2.93 -3.59  0.086
H: 1.34 -2.29 -5.06  0.079
H: 2.05 -4.50 -1.72  0.087
H: 2.92 -3.12 -1.06  0.074
H: 3.44 -4.74 -0.63  0.081
C: 4.49 4.58 -2.87  -0.058
O: 3.55 3.49 -2.77  -0.231
P: 2.02 3.65 -3.15  0.410
O: 1.64 4.32 -4.38  -0.223
O: 1.45 2.13 -2.95  -0.243
C: 2.07 1.02 -3.57  -0.088
O: 1.40 4.45 -1.86  -0.221
C: 1.77 3.94 -0.57  -0.118
H: 4.06 5.52 -3.23  0.093
H: 5.30 4.21 -3.50  0.090
H: 4.90 4.73 -1.87  0.089
H: 2.94 1.34 -4.13  0.091
H: 1.35 0.59 -4.27  0.085
H: 2.32 0.28 -2.81  0.086
H: 2.53 4.67 -0.26  0.095
H: 2.09 2.91 -0.50  0.076
H: 0.90 4.00 0.08  0.075
C: 4.92 -4.98 3.70  -0.121
O: 3.72 -5.52 3.29  -0.226
P: 2.46 -4.71 2.64  0.502
O: 2.74 -3.41 1.97  -0.245
O: 1.74 -5.83 1.69  -0.209
C: 1.50 -7.11 2.32  -0.105
O: 1.43 -4.58 3.88  -0.214
C: 1.05 -3.30 4.43  -0.081
H: 5.08 -3.95 3.37  0.071
H: 5.73 -5.62 3.32  0.094
H: 5.00 -5.03 4.79  0.093
H: 0.59 -7.20 2.92  0.089
H: 2.37 -7.57 2.79  0.085
H: 1.26 -7.82 1.53  0.086
H: 1.47 -3.17 5.43  0.088
H: -0.04 -3.19 4.52  0.056
H: 1.39 -2.48 3.81  0.072
C: 2.57 2.71 2.74  -0.115
O: 1.69 3.09 3.78  -0.220
P: 0.47 2.06 4.16  0.474
O: 0.91 0.66 4.33  -0.230
O: -0.15 2.66 5.51  -0.209
C: 0.37 2.33 6.78  -0.090
O: -0.58 2.33 2.96  -0.236
C: -1.26 3.55 2.92  -0.100
H: 3.30 3.48 2.52  0.091
H: 2.03 2.51 1.81  0.070
H: 3.09 1.79 3.04  0.074
H: 0.68 3.19 7.38  0.091
H: 1.25 1.71 6.63  0.084
H: -0.42 1.80 7.33  0.085
H: -0.95 4.32 3.63  0.097
H: -2.31 3.26 3.04  0.092
H: -1.04 4.01 1.96  0.088
C: -0.10 -0.73 1.48  -0.169
C: 1.29 -0.73 0.86  -0.118
O: 1.13 0.18 -0.26  -0.213
S: -0.41 0.55 -0.63  0.632
O: -0.70 0.14 -1.96  -0.223
O: -0.65 1.91 -0.21  -0.227
O: -1.01 -0.50 0.42  -0.203
H: -0.34 0.04 2.21  0.093
H: -0.34 -1.68 1.96  0.123
H: 1.78 -1.67 0.60  0.096
H: 2.00 -0.25 1.53  0.109
C: -2.93 -0.99 -4.17  -0.209
C: -3.66 -0.82 -5.48  -0.179
O: -3.16 -1.87 -6.30  -0.183
S: -1.70 -2.45 -5.74  0.720
O: -0.64 -2.20 -6.72  -0.249
O: -1.96 -3.79 -5.23  -0.242
O: -1.61 -1.28 -4.59  -0.217
H: -3.37 -1.87 -3.71  0.102
H: -3.06 -0.15 -3.49  0.130
H: -3.55 0.18 -5.88  0.117
H: -4.72 -0.90 -5.24  0.136

As for the total energy: -228967.2552 eV. The LUMO energy is 0.375 eV. The orbital gap is 0.3894 Ha. The energy above the lowest of the compared OMol25 structures with the same formula, charge and spin comes out at 0.0000 eV. Its net charge is 0. The HOMO energy comes out at -10.22 eV. The SMILES is COP(=O)(OC)OC.COP(=O)(OC)OC.COP(=O)(OC)OC.COP(=O)(OC)OC.COP(=O)(OC)OC.COP(=O)(OC)OC.COP(=O)(OC)OC.COP(=O)(OC)OC.COP(=O)(OC)OC.O=S1(=O)OCCO1.O=S1(=O)OCCO1.

---

No. 3
Entry from the Open Molecules 2025 dataset: 14 unconnected molecules or ions with the total composition C17H63N26O14P2 (the ωB97M-V functional and the def2-TZVPD basis).

Last column: Löwdin charge in e.
Atoms and positions in Å:
C: 0.47 0.15 2.12  -0.042
C: -0.40 1.18 1.43  -0.153
C: -0.87 0.83 -0.13  -0.347
P: 0.59 0.40 -1.29  0.864
C: 0.14 1.15 -3.02  -0.222
P: 2.51 1.26 -0.73  0.623
O: 3.59 0.75 -1.80  -0.540
H: -0.04 -0.82 2.56  0.073
H: 1.63 0.27 2.21  0.053
H: -0.77 2.17 1.94  0.105
H: -1.64 -0.08 -0.03  0.124
H: -1.49 1.74 -0.54  0.113
H: 0.76 -1.02 -1.39  0.050
H: -0.88 1.72 -2.93  0.075
H: 0.96 1.95 -3.36  0.088
H: 0.02 0.26 -3.77  0.040
H: 2.37 2.72 -0.86  0.036
H: 2.93 0.99 0.62  -0.004
C: 0.18 1.60 6.04  -0.706
O: 1.17 1.71 5.33  0.010
N: 0.25 1.57 7.38  0.174
N: -1.06 1.51 5.54  0.159
H: -0.56 1.49 7.98  0.108
H: 1.17 1.64 7.80  0.119
H: -1.16 1.53 4.53  0.092
H: -1.89 1.43 6.10  0.101
C: -0.09 -2.61 -5.45  -0.707
O: -0.22 -1.84 -4.51  -0.033
N: -1.11 -3.35 -5.93  0.180
N: 1.08 -2.78 -6.10  0.179
H: -1.02 -3.99 -6.71  0.109
H: -2.00 -3.25 -5.48  0.106
H: 1.87 -2.24 -5.76  0.116
H: 1.21 -3.40 -6.87  0.079
C: 5.00 1.41 5.81  -0.710
O: 4.87 2.18 6.75  0.004
N: 3.99 0.67 5.33  0.160
N: 6.17 1.24 5.17  0.158
H: 4.08 0.03 4.55  0.056
H: 3.09 0.77 5.78  0.070
H: 6.96 1.78 5.50  0.107
H: 6.30 0.62 4.39  0.075
C: -4.02 -0.08 -5.22  -0.722
O: -4.92 0.68 -5.52  0.023
N: -2.78 0.03 -5.73  0.162
N: -4.18 -1.09 -4.35  0.164
H: -2.02 -0.59 -5.50  0.055
H: -2.61 0.78 -6.39  0.115
H: -5.10 -1.20 -3.94  0.101
H: -3.44 -1.73 -4.09  0.088
C: -1.51 5.12 3.97  -0.711
O: -1.82 4.08 3.41  -0.003
N: -0.49 5.21 4.84  0.168
N: -2.17 6.28 3.76  0.164
H: -0.23 6.06 5.31  0.104
H: 0.03 4.36 5.03  0.096
H: -2.94 6.25 3.11  0.116
H: -1.94 7.14 4.21  0.098
C: 2.21 -2.67 4.23  -0.701
O: 3.08 -1.81 4.20  0.017
N: 1.92 -3.36 5.35  0.166
N: 1.48 -3.01 3.16  0.146
H: 1.21 -4.07 5.40  0.101
H: 2.45 -3.14 6.18  0.122
H: 1.66 -2.52 2.30  0.091
H: 0.76 -3.72 3.17  0.101
C: -3.70 -1.27 5.82  -0.718
O: -4.21 -0.25 6.26  0.027
N: -4.33 -2.46 5.84  0.152
N: -2.47 -1.30 5.29  0.153
H: -3.93 -3.32 5.48  0.097
H: -5.26 -2.49 6.24  0.117
H: -1.96 -0.43 5.25  0.057
H: -2.03 -2.13 4.92  0.090
C: -7.34 -3.23 -5.91  -0.723
O: -6.76 -3.91 -5.08  0.005
N: -7.32 -1.89 -5.90  0.156
N: -8.03 -3.77 -6.93  0.161
H: -7.79 -1.31 -6.58  0.102
H: -6.81 -1.44 -5.15  0.075
H: -8.07 -4.78 -6.98  0.061
H: -8.51 -3.23 -7.63  0.099
C: -8.35 -7.52 -8.34  -0.702
O: -8.48 -6.75 -7.40  0.019
N: -9.36 -8.26 -8.82  0.155
N: -7.18 -7.69 -8.99  0.154
H: -9.27 -8.89 -9.60  0.101
H: -10.26 -8.16 -8.37  0.116
H: -6.39 -7.15 -8.66  0.115
H: -7.05 -8.31 -9.76  0.100
C: -1.32 8.83 0.87  -0.722
O: -2.46 8.44 1.03  0.016
N: -0.35 8.66 1.79  0.153
N: -0.92 9.47 -0.25  0.150
H: 0.60 8.97 1.67  0.101
H: -0.61 8.18 2.64  0.083
H: -1.62 9.63 -0.97  0.114
H: 0.02 9.80 -0.40  0.099
C: 6.27 6.37 6.70  -0.729
O: 5.76 7.39 7.14  0.010
N: 5.64 5.18 6.72  0.157
N: 7.50 6.34 6.17  0.143
H: 6.04 4.33 6.36  0.071
H: 4.71 5.16 7.12  0.110
H: 8.01 7.22 6.14  0.109
H: 7.93 5.51 5.80  0.095
C: 8.19 0.73 1.78  -0.715
O: 8.06 1.50 2.72  0.019
N: 7.18 -0.01 1.30  0.151
N: 9.36 0.56 1.14  0.155
H: 7.27 -0.65 0.53  0.100
H: 6.28 0.09 1.76  0.100
H: 10.15 1.10 1.47  0.117
H: 9.49 -0.06 0.36  0.100
C: 2.23 -6.32 -7.59  -0.713
O: 1.32 -5.56 -7.89  0.002
N: 3.47 -6.22 -8.10  0.157
N: 2.07 -7.34 -6.72  0.157
H: 4.23 -6.83 -7.86  0.104
H: 3.63 -5.47 -8.76  0.116
H: 1.15 -7.45 -6.31  0.115
H: 2.80 -7.97 -6.45  0.103

As for the total energy: -104637.3669 eV. The LUMO energy is -4.241 eV. The orbital gap is 0.2239 Ha. Its net charge is +1. The HOMO energy comes out at -10.33 eV.

---

No. 4
Entry from the Open Molecules 2025 dataset: 19 unconnected molecules or ions with the total composition C25H47Cl36IN3O2P (the ωB97M-V functional and the def2-TZVPD basis).

Last column: Löwdin charge in e.
Atoms and positions in Å:
N: -2.13 -2.14 1.35  0.143
C: -2.72 -1.08 1.46  -0.194
C: -3.73 0.15 1.27  -0.253
C: -3.96 0.62 -0.25  -0.182
C: -3.25 -0.31 -1.36  -0.300
C: -1.73 0.19 -1.62  -0.591
I: -1.53 0.67 -3.78  0.742
C: -3.18 1.36 2.25  -0.290
C: -1.86 1.95 1.57  -0.217
N: -0.75 2.39 1.35  0.135
P: -4.51 2.64 2.66  0.673
N: -3.96 4.09 3.05  -0.162
O: -5.34 2.06 4.07  -0.230
O: -5.60 2.83 1.34  -0.189
H: -4.77 -0.19 1.68  0.146
H: -3.66 1.70 -0.48  0.123
H: -5.10 0.56 -0.46  0.123
H: -3.35 -1.44 -1.17  0.115
H: -3.82 -0.12 -2.35  0.066
H: -1.51 1.19 -1.09  0.031
H: -0.93 -0.60 -1.42  0.046
H: -2.93 0.82 3.26  0.114
H: -2.92 4.06 2.97  -0.124
H: -5.29 1.07 4.06  0.076
H: -6.21 2.04 1.41  0.077
C: 0.89 -0.31 -6.81  -1.084
Cl: 0.09 -1.84 -7.20  0.491
Cl: -0.23 1.05 -6.94  0.422
H: 1.27 -0.36 -5.79  -0.074
H: 1.72 -0.16 -7.50  0.016
C: -5.04 4.00 6.63  -1.087
Cl: -5.99 5.49 6.65  0.532
Cl: -5.50 2.92 7.95  0.495
H: -5.20 3.49 5.68  -0.038
H: -3.98 4.25 6.73  -0.024
C: 1.30 0.50 3.58  -0.970
Cl: 1.10 0.31 5.32  0.545
Cl: -0.03 -0.26 2.69  0.570
H: 1.32 1.56 3.34  0.025
H: 2.24 0.03 3.28  0.029
C: 4.37 -2.16 -5.58  -0.997
Cl: 4.76 -0.92 -6.78  0.521
Cl: 2.76 -1.89 -4.90  0.562
H: 4.39 -3.14 -6.06  0.035
H: 5.10 -2.13 -4.78  -0.057
C: -0.38 6.09 1.87  -1.001
Cl: -1.34 7.57 1.87  0.517
Cl: -0.84 5.02 3.20  0.540
H: -0.53 5.57 0.92  0.027
H: 0.68 6.35 1.98  0.029
C: -1.86 5.00 -6.53  -1.027
Cl: -0.72 4.75 -5.21  0.494
Cl: -2.77 3.52 -6.88  0.497
H: -2.56 5.79 -6.25  -0.058
H: -1.32 5.30 -7.42  0.033
C: 4.44 -1.15 -1.46  -1.054
Cl: 5.51 -2.23 -2.35  0.506
Cl: 4.29 0.42 -2.26  0.521
H: 3.45 -1.61 -1.39  -0.038
H: 4.84 -1.00 -0.46  -0.045
C: 3.05 -4.26 0.57  -0.982
Cl: 1.94 -2.91 0.30  0.546
Cl: 4.73 -3.79 0.24  0.510
H: 2.98 -4.58 1.61  0.036
H: 2.78 -5.08 -0.09  -0.011
C: -1.29 3.02 6.90  -0.982
Cl: -1.50 2.83 8.65  0.534
Cl: -2.63 2.28 6.01  0.569
H: -1.26 4.09 6.67  0.032
H: -0.36 2.55 6.60  -0.006
C: 5.77 -7.73 -1.13  -1.023
Cl: 6.17 -6.49 -2.33  0.515
Cl: 4.16 -7.46 -0.45  0.533
H: 5.79 -8.71 -1.61  -0.099
H: 6.51 -7.69 -0.33  0.034
C: -9.64 4.13 7.35  -1.040
Cl: -10.44 5.66 7.69  0.497
Cl: -10.55 3.19 6.15  0.489
H: -8.64 4.33 6.96  -0.022
H: -9.58 3.55 8.27  0.029
C: 8.58 -3.97 -0.53  -1.023
Cl: 10.18 -4.24 -1.24  0.528
Cl: 8.33 -2.26 -0.17  0.487
H: 7.82 -4.30 -1.23  -0.023
H: 8.50 -4.54 0.39  0.034
C: -5.27 5.19 -4.81  -0.993
Cl: -4.89 6.44 -6.00  0.548
Cl: -6.87 5.45 -4.11  0.556
H: -5.25 4.22 -5.30  0.014
H: -4.52 5.22 -4.02  0.036
C: -8.70 6.29 -7.03  -1.051
Cl: -7.71 6.19 -8.49  0.487
Cl: -10.23 5.43 -7.23  0.499
H: -8.15 5.84 -6.20  -0.066
H: -8.90 7.33 -6.81  0.032
C: 7.02 0.31 2.24  -1.006
Cl: 6.22 -1.22 1.85  0.474
Cl: 5.90 1.67 2.11  0.506
H: 7.40 0.26 3.26  0.031
H: 7.85 0.46 1.55  0.024
C: 11.74 -7.38 -2.95  -1.041
Cl: 12.74 -7.50 -4.40  0.502
Cl: 10.21 -8.24 -3.16  0.487
H: 12.28 -7.82 -2.11  0.029
H: 11.53 -6.33 -2.74  -0.019
C: -1.68 -1.22 7.32  -1.062
Cl: -0.50 -1.44 8.62  0.500
Cl: -2.57 -2.71 7.00  0.503
H: -2.38 -0.44 7.61  0.005
H: -1.15 -0.92 6.41  -0.032
C: 4.61 -11.51 -3.48  -0.997
Cl: 3.13 -11.17 -2.56  0.514
Cl: 5.97 -10.57 -2.85  0.569
H: 4.84 -12.57 -3.40  0.030
H: 4.44 -11.24 -4.52  0.031

As for the total energy: -503446.8151 eV. The LUMO energy is -0.908 eV. The orbital gap is 0.3135 Ha. Its net charge is 0. The HOMO energy comes out at -9.44 eV.

---

Computed max |F| (eV/A) in order:
6.0; 4.0; 6.4; 7.1